[1]
{"formula": "C4H4N2O2", "method": "ωB97M-V/def2-TZVPD", "e_tot_ha": -414.6628, "homo_lumo_gap_ev": 8.942, "mol_weight_da": 112.088, "de_lowest_kj_mol": 481.4, "symbols": ["O", "C", "C", "N", "C", "C", "N", "O", "H", "H", "H", "H"], "positions_angstrom": [[-1.96, -1.39, -0.45], [-1.82, -0.30, 0.01], [-1.66, 0.92, 0.45], [-0.58, 1.73, 0.18], [0.51, 1.30, -0.29], [0.99, 0.00, -0.49], [1.16, -0.86, 0.45], [1.83, -2.01, 0.13], [-2.42, 1.40, 1.20], [1.07, 2.17, -0.52], [1.23, -0.28, -1.51], [1.66, -2.67, 0.84]]}

***

[2]
{"formula": "CH4FN2O", "method": "ωB97M-V/def2-TZVPD", "e_tot_ha": -324.6196, "homo_lumo_gap_ev": [7.595, 9.819], "mol_weight_da": 79.054, "charge": 1, "de_lowest_kj_mol": 476.5, "symbols": ["C", "N", "N", "O", "F", "H", "H", "H", "H"], "positions_angstrom": [[-0.59, -0.53, -0.29], [1.07, 1.95, 0.69], [-0.05, -1.62, -0.64], [-0.09, 1.46, 0.31], [-1.72, -0.69, 0.41], [1.48, 2.66, -0.02], [0.89, -1.63, -1.03], [-0.48, -2.46, -0.47], [-0.50, 0.86, 1.05]]}

***

Q: What is the formula in the second record?
A: CH4FN2O

***

Q: What is the formula in the first record?
A: C4H4N2O2